(1)
Entry from OMol25: a molecular structure, C62H68BBrHfN12O6S3 in a non-equilibrium geometry (wB97M-V/def2-TZVPD).

Last column: Mulliken charge in e.
Element x y z (Å)
Hf -0.465 -0.483 -0.591  0.23
Br 2.776 -3.151 4.010  -0.13
S -0.664 1.972 -1.814  -0.07
S -0.138 2.665 2.641  -0.38
S 2.058 0.425 0.056  -0.04
O -1.992 0.476 0.455  -0.11
O 0.758 -2.235 -0.305  1.31
O -1.304 -2.348 0.335  -0.37
O -2.366 -0.758 -1.595  -0.60
O -0.853 -2.887 -2.403  -0.47
O 1.208 0.891 -3.920  -0.50
N 2.496 2.754 3.394  0.52
N 0.154 -0.840 -2.717  1.22
N 3.434 1.258 -2.184  0.97
N 0.031 -0.785 2.097  1.80
N 2.165 3.321 1.311  0.59
N -1.961 4.106 -0.679  0.51
N 2.347 -4.371 0.029  1.13
N 2.287 2.827 -1.192  0.67
N -3.095 -0.198 0.452  -1.56
N 0.153 3.993 -0.171  0.60
N 0.466 -1.002 -4.953  0.14
N -3.256 -0.830 -0.628  1.44
C -6.496 -2.542 -0.097  -0.57
C -3.291 3.867 -1.319  1.57
C -5.136 -3.824 -1.614  -0.99
C 0.645 -0.176 -3.864  -1.66
C 2.602 1.526 -1.156  -0.96
C 5.328 0.048 -1.286  -1.73
C 1.861 -5.336 -4.771  -0.88
C 4.462 -6.772 -1.823  -1.07
C -0.362 -2.040 -3.128  -0.08
C 1.875 -5.596 -6.132  -0.46
C 0.099 -2.259 4.469  -0.61
C 5.883 -5.159 -0.725  1.27
C -1.667 5.194 0.129  -0.32
C -5.499 -1.586 0.004  -0.71
C 1.161 -4.773 -6.995  -1.11
C -0.190 -2.935 0.207  1.43
C 1.242 -4.978 0.565  0.40
C 2.273 2.380 4.817  1.34
C 2.900 3.386 -2.295  -1.58
C -0.827 3.371 -0.834  -0.13
C -0.999 -6.212 1.771  -1.15
C -2.340 -0.950 -5.548  -0.22
C -3.688 -0.916 -5.891  -0.98
C 0.428 -3.433 -5.125  -1.19
C -1.015 -0.815 2.925  -0.69
C 1.320 -6.283 1.085  -0.62
C -1.757 -2.133 -5.121  0.03
C -4.270 4.940 -0.849  -2.32
C 1.191 -2.198 3.627  -0.10
C -4.121 -2.883 -1.520  -0.10
C 4.939 -3.384 0.784  -0.64
C 3.520 3.410 1.566  -1.51
C -0.362 5.116 0.435  -1.51
C 3.446 -1.258 -2.328  -1.30
C 1.327 3.384 5.470  -1.71
C -3.149 3.974 -2.836  -1.63
C -4.330 -1.785 -0.708  0.21
C -3.880 -3.248 -5.363  -0.80
C 4.934 0.088 -3.757  -2.25
C 1.521 2.919 2.442  0.14
C 7.261 -4.637 -0.419  -1.46
C -6.315 -3.660 -0.903  -0.60
C 1.713 0.961 4.876  -1.30
C 0.006 -4.305 0.672  -0.52
C 1.137 -4.262 -4.266  0.49
C -4.459 -2.062 -5.802  -0.51
C 3.603 2.422 -2.915  -0.67
C 3.601 2.407 5.573  -2.30
C 4.757 -4.538 -0.165  0.69
C -1.090 -4.933 1.275  -0.87
C 5.725 -6.270 -1.544  -1.00
C 4.267 0.030 -2.383  1.65
C -2.538 -3.283 -5.026  -0.22
C -3.836 2.503 -0.908  -1.17
C -1.022 -1.529 4.110  -1.06
C 0.443 -3.702 -6.492  -0.01
C 3.735 3.060 2.841  -0.18
C -0.302 -2.183 -4.653  2.82
C 3.345 -6.150 -1.297  -0.29
C 3.491 -5.039 -0.473  -0.29
C 0.226 -6.878 1.671  -0.71
C 1.128 -1.448 2.466  0.33
B 1.681 3.762 -0.092  0.59
H 7.370 -3.595 -0.726  0.23
H -3.257 1.704 -1.365  -0.21
H 2.782 4.426 -2.536  0.69
H 1.165 -4.967 -8.060  0.39
H 4.219 3.704 0.803  0.64
H 0.247 5.752 1.050  0.61
H 5.421 -3.726 1.704  0.46
H 1.588 0.661 5.918  0.56
H -3.185 -2.984 -2.056  0.47
H -1.906 -1.524 4.732  0.56
H 2.224 -3.404 -0.238  -0.74
H -4.477 -4.147 -5.284  0.46
H 3.994 -2.923 1.063  -0.61
H -2.016 -4.377 1.334  0.63
H -4.125 3.806 -3.293  0.46
H -1.757 -0.038 -5.589  0.45
H 4.350 -7.638 -2.462  0.46
H 1.137 -4.071 -3.200  0.35
H 5.401 -0.878 -3.943  0.43
H -4.996 -4.693 -2.245  0.46
H -7.100 -4.401 -0.979  0.42
H -2.085 -4.204 -4.681  0.44
H 2.406 0.266 4.397  0.37
H -2.449 3.238 -3.225  0.20
H 6.029 -0.776 -1.436  0.42
H -5.507 -2.035 -6.070  0.41
H 8.020 -5.223 -0.935  0.39
H 6.602 -6.745 -1.967  0.37
H 0.751 0.908 4.369  0.06
H -5.623 -0.702 0.613  0.47
H 4.195 0.262 -4.540  0.46
H 2.795 -1.341 -3.197  0.32
H 0.124 -2.857 5.370  0.56
H 4.308 1.672 5.188  0.44
H 4.188 2.472 -3.810  0.56
H 4.864 -0.056 -0.306  0.23
H -4.874 2.424 -1.236  0.58
H 4.654 2.988 3.383  0.55
H 7.473 -4.674 0.652  0.33
H 0.345 3.366 5.000  0.29
H 1.736 4.393 5.388  0.41
H -3.796 2.391 0.176  0.47
H -5.221 4.762 -1.349  0.45
H -2.394 5.922 0.423  0.57
H 2.425 -5.963 -4.092  0.34
H 5.886 0.986 -1.313  0.39
H 0.327 -7.879 2.072  0.40
H 3.396 2.156 6.613  0.46
H -1.852 -6.690 2.231  0.48
H 0.563 -0.616 -5.877  0.43
H -4.444 4.892 0.227  0.47
H 2.350 -6.512 -1.525  0.76
H 4.062 3.395 5.553  0.53
H 2.437 -6.435 -6.520  0.43
H -7.421 -2.406 0.446  0.41
H -4.132 0.014 -6.221  0.45
H 5.580 -2.613 0.359  0.23
H 1.984 -1.409 1.805  -0.66
H 2.265 -6.807 1.037  0.52
H -2.805 4.973 -3.113  0.43
H 4.147 -2.095 -2.356  0.61
H 2.842 -1.330 -1.425  -0.26
H 1.226 3.138 6.528  0.48
H 2.199 4.835 -0.311  -0.25
H 5.713 0.849 -3.815  0.46
H -0.124 -3.070 -7.168  0.49
H -1.874 -0.235 2.624  0.24
H -3.937 5.943 -1.115  0.52

Atomic forces in eV per Å
1.56 1.16 -0.35
-0.03 0.02 0.04
0.24 -0.17 -0.26
-0.13 -0.06 -0.25
-0.39 0.25 0.06
-0.55 -0.06 0.78
0.23 -0.53 0.26
-0.05 0.02 0.00
-0.22 -0.19 0.38
-0.01 -0.05 -0.04
-0.08 0.02 0.02
0.13 0.06 0.19
-0.36 -0.33 -0.62
0.16 -0.08 -0.29
0.11 -0.27 -0.10
-0.08 0.18 -0.02
-0.22 0.03 0.10
-0.10 0.02 -0.07
0.04 0.35 0.01
-0.33 0.02 -0.06
0.32 0.12 -0.03
-0.11 0.14 -0.10
-0.29 -0.02 0.24
0.02 0.00 -0.01
0.07 0.03 0.05
0.02 -0.02 0.02
0.16 -0.26 0.15
-0.06 -0.07 0.16
0.04 -0.04 0.07
0.00 0.03 0.02
-0.01 0.01 0.01
0.15 0.06 0.18
-0.04 0.02 -0.02
-0.01 -0.02 -0.01
0.04 0.01 0.01
0.01 -0.04 -0.13
-0.05 0.01 0.00
0.03 -0.02 0.03
-0.11 -0.10 -0.01
0.11 -0.01 -0.02
0.00 -0.04 -0.06
-0.05 -0.16 0.03
-0.23 -0.14 0.14
0.06 -0.02 -0.01
-0.05 0.09 0.06
0.03 -0.02 -0.01
-0.02 -0.01 0.00
-0.01 0.25 -0.03
0.01 -0.02 0.01
0.08 -0.03 -0.05
0.01 0.00 0.02
-0.02 -0.01 -0.01
-0.06 -0.05 -0.09
-0.03 -0.04 -0.02
-0.09 -0.06 -0.05
0.02 -0.01 -0.01
-0.01 -0.07 0.00
-0.06 0.06 0.07
0.02 0.03 -0.06
0.16 0.17 -0.38
0.00 0.03 -0.02
-0.04 0.06 0.04
0.14 -0.03 -0.15
-0.02 -0.01 -0.02
0.00 0.02 0.01
-0.02 -0.03 0.02
-0.04 0.06 0.06
0.10 0.05 -0.02
0.02 -0.02 0.03
0.02 -0.06 0.16
0.00 -0.01 -0.06
0.04 0.00 0.01
-0.02 -0.01 -0.01
0.00 0.02 0.00
-0.10 0.00 -0.01
0.02 -0.02 -0.03
-0.01 -0.03 -0.03
0.03 -0.01 0.03
-0.04 -0.01 0.00
-0.17 -0.13 0.07
0.00 0.06 -0.01
0.01 -0.03 -0.06
-0.02 0.05 0.10
-0.03 0.00 0.00
0.00 -0.02 -0.07
-0.01 -0.14 0.06
0.00 0.00 -0.01
-0.03 0.06 -0.01
-0.03 0.03 0.00
0.00 0.00 -0.01
0.00 0.03 -0.01
0.02 0.00 0.00
0.00 0.02 0.00
-0.01 -0.01 0.01
-0.03 -0.01 0.03
0.00 0.01 0.01
-0.04 -0.01 -0.04
-0.01 -0.01 -0.01
0.02 -0.02 -0.01
0.00 0.01 0.00
-0.01 0.01 -0.02
0.01 -0.01 -0.01
0.00 0.00 -0.01
-0.05 -0.01 0.01
0.02 0.00 0.00
0.00 0.00 0.00
-0.01 0.00 -0.01
0.00 0.00 0.00
0.05 0.00 0.02
-0.04 0.02 0.03
0.00 -0.03 0.01
-0.01 0.00 0.01
0.00 0.00 0.00
0.00 -0.01 0.01
0.04 0.00 0.03
0.00 -0.01 0.00
-0.02 -0.02 -0.01
0.01 0.00 -0.03
0.01 0.01 0.01
0.01 0.00 -0.03
0.04 -0.05 -0.05
0.01 -0.01 0.02
-0.01 0.00 -0.01
0.05 0.01 0.09
-0.01 0.00 0.01
0.12 0.01 0.08
0.02 0.01 0.02
-0.03 0.02 0.00
-0.01 0.01 0.00
-0.05 0.01 0.01
0.00 -0.01 0.01
0.01 0.00 -0.01
0.00 -0.01 -0.01
0.01 0.00 0.00
0.00 -0.01 0.01
0.05 -0.03 0.03
0.02 0.00 0.01
0.00 0.01 0.00
0.00 0.03 0.00
0.01 0.00 0.00
-0.01 -0.01 0.01
0.00 0.01 0.00
0.03 0.07 -0.06
-0.03 0.02 -0.02
-0.02 -0.02 0.01
0.00 0.01 -0.01
0.01 -0.04 0.00
0.13 -0.02 -0.19
-0.01 0.00 0.04
-0.08 0.01 0.01
-0.02 0.04 0.01
-0.01 0.00 0.00
-0.01 -0.02 -0.02
-0.01 0.01 -0.02

Results
- HOMO-LUMO gap (eV) = 6.8
- ΔE to the lowest compared entry with this formula, charge and spin (kJ/mol) = 15.55

***

(2)
Entry from OMol25: C7H11ClO4 in the gas phase in a non-equilibrium geometry (wB97M-V/def2-TZVPD).

Last column: Mulliken charge in e.
Element x y z (Å)
Cl -3.495 -2.333 -0.072  -0.22
O 1.560 1.535 1.489  -0.27
O 1.151 1.725 -1.523  -0.52
O 1.568 -0.691 -1.138  -0.28
O -0.784 0.328 -1.704  -0.22
C -3.088 0.472 0.054  -0.90
C 2.713 -0.332 -0.298  -0.37
C -2.895 -0.810 -0.999  -0.02
C -1.278 -1.016 -1.380  -0.40
C 0.685 0.448 -1.426  0.58
C 2.083 0.082 1.321  0.17
C 3.035 1.248 2.169  -0.80
H -3.576 -0.725 -1.947  0.34
H -0.803 -1.513 -0.434  0.31
H -4.144 0.342 0.584  0.33
H 3.329 0.598 -0.643  0.34
H 3.019 0.464 3.072  0.14
H 2.678 2.097 2.862  0.39
H -1.286 -1.766 -2.308  0.24
H 1.569 -0.852 1.987  0.31
H 3.348 -1.289 -0.072  0.33
H -3.130 1.510 -0.492  0.27
H -2.257 0.478 0.899  0.23

Atomic forces in eV per Å
0.72 1.15 -0.99
0.92 -6.39 0.57
-2.88 -8.96 0.74
-2.20 2.66 0.00
4.80 -2.58 1.51
-0.85 -0.34 0.09
-0.29 1.03 3.19
0.62 1.37 0.62
-2.78 -1.51 0.17
1.77 7.39 -1.10
0.47 3.62 -1.53
-2.09 -2.09 1.10
1.43 -0.11 1.92
-0.60 1.16 -1.94
2.32 0.19 -1.14
-1.41 -1.87 0.51
-1.10 1.20 -0.61
1.88 -0.20 -1.27
0.52 1.78 1.99
1.40 2.94 -1.80
-1.36 1.80 -0.98
0.40 -2.16 0.91
-1.67 -0.09 -1.96

Results
- HOMO-LUMO gap (eV) = 8.4
- ΔE to the lowest compared entry with this formula, charge and spin (kJ/mol) = 630.43

***

(3)
Entry from OMol25: 2 unconnected molecules or ions with the total composition C6H12O in a non-equilibrium geometry (wB97M-V/def2-TZVPD).

Last column: Mulliken charge in e.
Element x y z (Å)
O 2.670 0.912 1.130  -0.54
C 1.325 1.047 0.781  -0.01
C 0.271 -1.715 -0.966  -1.16
C 0.364 -0.051 0.902  -0.02
C -0.267 -1.022 0.254  -0.39
C 0.214 1.086 1.831  -0.48
C -1.748 0.475 -1.341  -0.70
H -2.442 1.228 -0.985  0.36
H 1.217 1.755 -0.045  0.31
H 0.955 -1.074 -1.533  0.32
H 2.784 0.003 1.428  0.32
H 0.501 0.950 2.871  0.24
H -1.257 -1.330 0.594  0.43
H -0.971 0.435 -0.573  -0.20
H -0.597 1.802 1.680  0.23
H -2.272 -0.483 -1.474  0.28
H 0.822 -2.586 -0.608  0.38
H -1.254 0.761 -2.269  0.29
H -0.507 -2.068 -1.654  0.33

Atomic forces in eV per Å
0.11 -0.22 0.22
-0.19 0.04 -0.18
0.17 -0.09 0.09
-0.06 -0.16 -0.03
0.62 -0.39 0.74
-0.06 0.02 0.19
-0.11 0.47 -0.12
-0.33 0.21 -0.40
-0.03 -0.25 0.09
-0.04 -0.09 0.21
0.16 0.11 0.00
0.05 0.01 -0.14
0.35 -0.10 0.19
-0.88 0.14 -0.92
0.11 -0.20 0.01
0.28 0.34 0.16
0.10 -0.13 -0.26
-0.32 0.15 -0.16
0.08 0.13 0.32

Results
- HOMO-LUMO gap (eV) = 10.0
- ΔE to the lowest compared entry with this formula, charge and spin (kJ/mol) = 319.35